No. 1
{
  "formula": "C19H30N5O5",
  "method": "ωB97M-V/def2-TZVPD",
  "molar_mass_da": 408.48,
  "homo_lumo_gap_ev": 7.895,
  "charge": -1,
  "lumo_energy_ha": 0.1036,
  "elements": ["O", "O", "O", "O", "N", "O", "C", "C", "C", "C", "C", "C", "C", "C", "N", "N", "N", "N", "C", "C", "C", "C", "C", "C", "C", "C", "C", "C", "C", "H", "H", "H", "H", "H", "H", "H", "H", "H", "H", "H", "H", "H", "H", "H", "H", "H", "H", "H", "H", "H", "H", "H", "H", "H", "H", "H", "H", "H", "H"],
  "xyz": [[2.05, 5.77, 1.15], [-0.17, 1.88, 1.10], [-3.15, 5.02, 0.94], [-1.29, 0.69, -0.39], [2.48, -3.37, -0.48], [0.00, -2.96, -4.44], [0.91, 5.72, 0.70], [-0.84, 1.77, 0.05], [-2.09, 4.42, 1.11], [1.18, -3.28, -0.15], [3.36, -2.57, 0.12], [2.97, -1.64, 1.09], [1.63, -1.55, 1.45], [0.70, -2.40, 0.84], [-1.76, 3.86, 2.28], [-1.76, -3.06, 0.63], [0.38, -4.13, -0.91], [0.33, 4.56, 0.43], [0.16, 7.01, 0.46], [4.79, -2.66, -0.30], [-2.60, 3.86, 3.47], [0.30, -5.55, -0.55], [-0.73, -2.25, 1.31], [0.65, -3.26, -3.19], [-2.26, -2.56, -0.66], [-1.18, -2.34, -1.73], [-0.36, -3.60, -2.07], [-1.18, 3.02, -0.78], [-1.06, 4.36, -0.04], [0.63, -2.55, -5.05], [3.70, -0.98, 1.54], [1.31, -0.81, 2.18], [-0.94, 3.27, 2.26], [-2.55, -3.21, 1.26], [0.83, 3.71, 0.68], [0.78, 7.85, 0.76], [-0.07, 7.09, -0.60], [-0.76, 7.01, 1.04], [5.07, -3.71, -0.45], [5.45, -2.24, 0.47], [4.94, -2.12, -1.23], [-2.02, 3.54, 4.33], [-2.99, 4.86, 3.64], [-3.44, 3.17, 3.32], [1.07, -5.82, 0.17], [-0.68, -5.76, -0.11], [0.43, -6.17, -1.44], [-1.01, -1.19, 1.24], [-0.75, -2.51, 2.37], [1.32, -4.11, -3.33], [1.25, -2.40, -2.88], [-3.00, -3.26, -1.05], [-2.77, -1.60, -0.50], [-0.51, -1.54, -1.41], [-1.68, -1.99, -2.63], [-1.04, -4.37, -2.44], [-0.51, 3.04, -1.64], [-2.20, 2.93, -1.16], [-1.32, 5.14, -0.75]]
}

=====

No. 2
{
  "formula": "C19H30NO2",
  "method": "ωB97M-V/def2-TZVPD",
  "multiplicity": 2,
  "molar_mass_da": 304.45,
  "homo_lumo_gap_ev": [9.205, 9.365],
  "lumo_energy_ha": [0.0275, 0.0081],
  "elements": ["C", "C", "O", "C", "C", "C", "C", "C", "C", "C", "C", "C", "C", "C", "C", "C", "N", "O", "C", "C", "C", "C", "H", "H", "H", "H", "H", "H", "H", "H", "H", "H", "H", "H", "H", "H", "H", "H", "H", "H", "H", "H", "H", "H", "H", "H", "H", "H", "H", "H", "H", "H"],
  "xyz": [[4.66, -0.05, 0.79], [4.32, -0.35, -0.67], [2.91, -0.41, -0.81], [2.38, 0.65, -1.59], [0.94, 0.39, -2.02], [-0.06, 0.19, -0.85], [0.22, 1.20, 0.27], [0.96, 0.93, 1.40], [1.17, 1.88, 2.37], [0.65, 3.15, 2.28], [-0.07, 3.44, 1.13], [-0.27, 2.50, 0.16], [0.06, -1.30, -0.40], [-1.14, -1.87, 0.40], [-1.71, -3.19, -0.23], [-0.56, -2.32, 1.79], [-2.19, -0.89, 0.72], [-3.21, -1.41, 1.30], [-2.64, -0.08, -0.44], [-3.27, 1.23, 0.17], [-3.76, -0.70, -1.29], [-1.51, 0.37, -1.40], [4.30, 0.94, 1.09], [4.16, -0.79, 1.44], [5.73, -0.14, 1.01], [4.80, 0.35, -1.36], [4.70, -1.36, -0.87], [2.50, 1.63, -1.09], [2.98, 0.70, -2.51], [0.64, 1.26, -2.63], [0.94, -0.48, -2.69], [1.40, -0.05, 1.54], [1.75, 1.59, 3.25], [0.80, 3.87, 3.07], [-0.50, 4.43, 1.01], [-0.84, 2.83, -0.71], [0.13, -1.88, -1.33], [0.98, -1.50, 0.14], [-2.77, -3.12, -0.48], [-1.12, -3.51, -1.10], [-1.62, -4.01, 0.49], [-1.33, -2.33, 2.57], [-0.10, -3.31, 1.72], [0.23, -1.64, 2.10], [-4.32, 0.99, 0.39], [-3.22, 2.07, -0.52], [-2.77, 1.48, 1.12], [-3.41, -1.56, -1.88], [-4.04, 0.06, -2.03], [-4.67, -0.93, -0.73], [-1.67, 1.37, -1.81], [-1.54, -0.31, -2.27]]
}

=====

No. 3
{
  "formula": "C19H31CaCl3F7KN3O18PS3",
  "method": "ωB97M-V/def2-TZVPD",
  "molar_mass_da": 1035.16,
  "homo_lumo_gap_ev": 1.614,
  "lumo_energy_ha": -0.1211,
  "elements": ["O", "S", "O", "C", "N", "P", "O", "O", "O", "H", "H", "H", "H", "H", "H", "H", "F", "C", "C", "C", "C", "C", "C", "H", "H", "H", "H", "H", "Cl", "C", "C", "Cl", "H", "H", "H", "H", "N", "O", "O", "O", "C", "F", "F", "F", "S", "O", "O", "N", "S", "O", "O", "C", "F", "F", "F", "K", "Ca", "O", "C", "O", "C", "C", "C", "H", "H", "H", "H", "H", "H", "C", "C", "O", "C", "O", "O", "C", "H", "H", "H", "H", "H", "H", "H", "H", "Cl", "O", "H"],
  "xyz": [[1.54, -1.46, -3.15], [2.88, -0.68, -3.04], [3.03, 0.29, -4.27], [4.39, -1.80, -2.87], [5.60, -0.88, -2.81], [5.67, -0.11, -1.20], [7.15, -0.24, -0.59], [4.60, -0.79, -0.01], [5.38, 1.61, -1.46], [2.83, 0.12, -1.86], [4.33, -2.53, -1.94], [4.39, -2.51, -3.82], [6.52, -1.37, -3.00], [5.52, -0.13, -3.57], [3.74, -0.27, 0.08], [6.06, 1.90, -2.15], [-0.07, -0.49, -0.29], [-1.02, -1.36, -0.63], [-1.18, -1.72, -1.96], [-2.17, -2.64, -2.31], [-3.01, -3.17, -1.33], [-2.84, -2.80, 0.01], [-1.84, -1.89, 0.36], [-0.53, -1.29, -2.72], [-2.30, -2.93, -3.35], [-3.78, -3.88, -1.60], [-3.50, -3.21, 0.77], [-1.70, -1.60, 1.39], [7.00, -3.13, -5.24], [6.29, -3.68, -6.77], [4.85, -3.21, -6.94], [3.74, -3.99, -5.80], [6.35, -4.78, -6.81], [6.91, -3.28, -7.58], [4.50, -3.45, -7.95], [4.77, -2.12, -6.81], [-5.17, -5.16, 2.12], [-5.70, -5.97, 2.89], [-4.71, -5.55, 1.03], [-5.11, -3.96, 2.42], [-4.21, 5.62, 2.27], [-4.80, 6.00, 3.44], [-5.01, 6.12, 1.27], [-3.04, 6.31, 2.18], [-3.98, 3.82, 2.13], [-5.33, 3.26, 2.21], [-3.10, 3.48, 3.26], [-3.30, 3.82, 0.69], [-2.91, 2.36, 0.21], [-4.03, 1.47, -0.12], [-1.79, 1.72, 0.90], [-2.23, 2.84, -1.41], [-1.17, 3.70, -1.30], [-3.15, 3.49, -2.19], [-1.78, 1.78, -2.15], [-2.92, 7.86, 0.96], [-3.52, -4.00, 3.95], [1.76, -8.54, -2.00], [1.06, -7.54, -2.12], [1.27, -6.37, -1.44], [0.21, -5.47, -1.74], [-0.37, -5.94, -3.05], [-0.16, -7.44, -2.98], [-0.53, -5.51, -0.93], [0.60, -4.45, -1.81], [-1.41, -5.65, -3.19], [0.22, -5.53, -3.88], [-1.00, -7.94, -2.48], [0.01, -7.86, -3.97], [-2.01, 5.18, 5.57], [-0.81, 5.41, 6.48], [-0.52, 6.81, 6.60], [-1.31, 7.49, 7.46], [-2.22, 7.02, 8.14], [-0.94, 8.80, 7.44], [-1.75, 9.65, 8.25], [-1.86, 5.68, 4.61], [-2.16, 4.11, 5.40], [-2.92, 5.60, 6.01], [0.08, 4.94, 6.03], [-0.95, 4.95, 7.46], [-1.81, 9.27, 9.27], [-2.74, 9.74, 7.81], [-1.28, 10.64, 8.27], [-7.01, 4.19, 1.82], [5.90, -3.39, -0.73], [5.53, -3.40, 0.14]]
}

=====

No. 4
{
  "formula": "C19H31ClN2STi",
  "method": "ωB97M-V/def2-TZVPD",
  "molar_mass_da": 402.86,
  "homo_lumo_gap_ev": 6.075,
  "charge": 2,
  "lumo_energy_ha": -0.2896,
  "elements": ["C", "C", "C", "C", "Cl", "H", "H", "H", "H", "H", "H", "H", "H", "H", "C", "C", "C", "H", "C", "C", "H", "H", "H", "H", "C", "C", "C", "H", "C", "C", "H", "H", "H", "H", "Ti", "C", "C", "N", "C", "S", "N", "C", "C", "H", "H", "H", "H", "H", "H", "H", "H", "H", "H", "H", "H"],
  "xyz": [[4.09, -3.40, -1.98], [3.97, -4.53, -1.08], [3.58, -3.65, -3.32], [5.33, -2.63, -1.90], [2.29, -1.58, -0.69], [4.29, -4.31, -3.77], [3.55, -2.78, -3.98], [2.64, -4.20, -3.35], [4.70, -5.26, -1.38], [3.01, -5.05, -1.16], [4.20, -4.30, -0.04], [6.13, -3.26, -2.27], [5.63, -2.38, -0.89], [5.36, -1.75, -2.55], [-2.00, -0.86, 0.05], [-1.55, -0.70, -1.29], [-0.56, -1.65, -1.54], [-1.96, 0.00, -2.00], [-0.34, -2.44, -0.33], [-1.25, -1.93, 0.66], [-1.36, -2.35, 1.70], [-2.84, -0.32, 0.54], [0.03, -1.83, -2.48], [0.41, -3.26, -0.14], [1.43, 1.80, 0.30], [0.16, 2.12, -0.27], [0.04, 1.46, -1.53], [-0.54, 2.85, 0.11], [1.25, 0.79, -1.78], [2.12, 1.01, -0.65], [3.13, 0.60, -0.52], [1.83, 2.14, 1.25], [-0.79, 1.55, -2.21], [1.52, 0.22, -2.67], [0.55, -0.42, -0.08], [-0.86, 4.01, 5.84], [-0.27, 3.73, 4.47], [-0.44, 2.30, 4.18], [-0.82, 1.78, 2.97], [-0.06, 0.31, 2.53], [-1.79, 2.43, 2.29], [-2.91, 3.15, 2.97], [-3.59, 4.07, 1.98], [-1.90, 3.80, 5.89], [-0.72, 5.02, 6.20], [-0.36, 3.32, 6.53], [-0.69, 4.36, 3.66], [0.83, 3.96, 4.50], [0.15, 1.71, 4.74], [-2.06, 1.97, 1.41], [-3.63, 2.41, 3.38], [-2.51, 3.69, 3.83], [-4.15, 3.50, 1.24], [-4.31, 4.70, 2.53], [-2.87, 4.72, 1.48]]
}

=====

No. 5
{
  "formula": "C19H31ClO21S6",
  "method": "ωB97M-V/def2-TZVPD",
  "molar_mass_da": 823.29,
  "homo_lumo_gap_ev": 8.614,
  "lumo_energy_ha": -0.0016,
  "smiles": "O=C1OC(=O)C(CCCCS(=O)(=O)Cl)=C1CCCS.O=S1(=O)OCCO1.O=S1(=O)OCCO1.O=S1(=O)OCCO1.O=S1(=O)OCCO1",
  "elements": ["O", "C", "O", "C", "O", "C", "C", "C", "C", "C", "S", "O", "O", "Cl", "C", "C", "C", "C", "S", "H", "H", "H", "H", "H", "H", "H", "H", "H", "H", "H", "H", "H", "H", "H", "C", "C", "O", "S", "O", "O", "O", "H", "H", "H", "H", "C", "C", "O", "S", "O", "O", "O", "H", "H", "H", "H", "C", "C", "O", "S", "O", "O", "O", "H", "H", "H", "H", "C", "C", "O", "S", "O", "O", "O", "H", "H", "H", "H"],
  "xyz": [[3.18, -2.74, 4.10], [2.13, -2.42, 3.67], [1.01, -3.24, 3.77], [0.10, -2.76, 2.84], [-0.81, -3.42, 2.44], [0.52, -1.39, 2.43], [-0.32, -0.47, 1.62], [-1.77, -0.41, 2.14], [-2.49, 0.90, 1.80], [-2.74, 1.80, 3.02], [-1.27, 2.70, 3.47], [-1.19, 3.87, 2.67], [-0.15, 1.82, 3.58], [-1.70, 3.27, 5.38], [1.74, -1.18, 2.93], [2.61, 0.02, 2.86], [3.44, 0.07, 1.58], [4.22, 1.38, 1.46], [5.72, 1.47, 2.48], [-0.33, -0.83, 0.59], [0.14, 0.52, 1.61], [-1.79, -0.57, 3.21], [-2.32, -1.23, 1.67], [-1.98, 1.45, 1.00], [-3.49, 0.67, 1.43], [-3.10, 1.22, 3.87], [-3.47, 2.58, 2.79], [1.98, 0.91, 2.91], [3.28, 0.01, 3.72], [4.15, -0.76, 1.55], [2.78, 0.00, 0.71], [4.58, 1.54, 0.44], [3.57, 2.19, 1.76], [5.21, 1.40, 3.72], [-2.38, -0.22, -3.40], [-3.12, 1.10, -3.29], [-2.42, 1.79, -2.24], [-0.87, 1.43, -2.28], [-0.14, 2.43, -2.97], [-0.49, 1.03, -0.97], [-0.99, 0.15, -3.22], [-2.66, -0.91, -2.61], [-2.50, -0.69, -4.37], [-4.16, 0.98, -3.01], [-3.04, 1.68, -4.21], [-0.59, -0.21, 6.16], [-0.66, -0.80, 7.55], [-1.98, -1.38, 7.59], [-2.38, -1.95, 6.15], [-2.12, -3.34, 6.08], [-3.65, -1.42, 5.80], [-1.24, -1.18, 5.33], [-1.14, 0.73, 6.09], [0.43, -0.06, 5.80], [-0.59, -0.06, 8.34], [0.08, -1.59, 7.70], [4.91, 1.04, -3.72], [5.77, -0.18, -4.03], [7.08, 0.22, -3.61], [6.98, 1.17, -2.33], [7.16, 0.40, -1.15], [7.76, 2.33, -2.58], [5.43, 1.50, -2.46], [5.03, 1.82, -4.46], [3.86, 0.80, -3.60], [5.80, -0.42, -5.09], [5.46, -1.05, -3.46], [-5.52, -0.87, -8.58], [-4.54, -1.98, -8.92], [-3.34, -1.59, -8.24], [-3.70, -0.88, -6.87], [-3.67, -1.83, -5.81], [-2.97, 0.33, -6.77], [-5.23, -0.58, -7.19], [-5.34, 0.03, -9.16], [-6.56, -1.16, -8.66], [-4.33, -2.04, -9.99], [-4.87, -2.94, -8.55]]
}

=====

No. 6
{
  "formula": "C19H31F9OP2Sn",
  "method": "ωB97M-V/def2-TZVPD",
  "molar_mass_da": 627.10,
  "homo_lumo_gap_ev": [5.791, 6.747],
  "charge": 2,
  "lumo_energy_ha": [-0.3465, -0.3132],
  "elements": ["P", "P", "C", "C", "H", "H", "H", "H", "C", "H", "H", "H", "C", "H", "H", "H", "C", "H", "H", "H", "C", "H", "H", "H", "Sn", "C", "C", "C", "C", "C", "C", "C", "C", "C", "H", "H", "H", "H", "H", "H", "H", "H", "H", "H", "H", "H", "H", "H", "H", "F", "C", "F", "F", "C", "O", "C", "F", "F", "F", "C", "F", "F", "F"],
  "xyz": [[0.13, 1.80, -2.04], [-1.35, -1.14, -0.69], [-0.65, 0.46, -2.90], [-1.69, -0.50, -2.50], [1.44, -1.44, -1.60], [0.02, 0.10, -3.68], [-2.73, -0.15, -2.42], [-1.65, -1.38, -3.16], [-1.75, -2.91, -1.26], [-1.68, -3.57, -0.39], [-1.10, -3.31, -2.05], [-2.78, -2.94, -1.63], [-2.87, -1.14, 0.30], [-3.45, -2.04, 0.07], [-3.47, -0.25, 0.12], [-2.60, -1.18, 1.36], [1.92, 1.47, -2.43], [2.57, 2.14, -1.83], [2.08, 1.67, -3.51], [2.21, 0.43, -2.21], [-0.03, 3.37, -3.01], [-0.94, 3.35, -3.62], [0.84, 3.49, -3.66], [-0.07, 4.23, -2.33], [-1.61, 1.69, -0.30], [0.88, -2.66, -0.04], [1.42, -2.52, -1.41], [2.81, -3.19, -1.63], [3.93, -2.56, -0.78], [3.87, -1.05, -0.75], [3.10, -0.27, 0.02], [2.00, -0.60, 0.99], [1.54, -2.09, 1.12], [-1.47, 3.86, 0.14], [0.20, -3.50, 0.15], [0.73, -2.93, -2.17], [3.08, -3.12, -2.69], [2.72, -4.27, -1.39], [3.97, -3.00, 0.23], [4.88, -2.80, -1.27], [4.59, -0.57, -1.43], [3.31, 0.80, 0.01], [1.10, 0.02, 0.79], [2.33, -0.27, 2.00], [2.41, -2.69, 1.41], [0.82, -2.13, 1.96], [-2.36, 4.02, 0.76], [-1.54, 4.46, -0.78], [-0.57, 4.14, 0.70], [-3.36, 3.07, 2.50], [-3.08, 2.13, 3.44], [-2.98, 2.75, 4.65], [-4.16, 1.32, 3.45], [-1.74, 1.41, 3.09], [-1.63, 1.10, 1.75], [-0.53, 2.29, 3.52], [-0.28, 2.27, 4.85], [0.61, 1.89, 2.89], [-0.73, 3.58, 3.13], [-1.68, 0.06, 3.88], [-1.81, 0.18, 5.23], [-2.66, -0.79, 3.45], [-0.51, -0.57, 3.63]]
}

=====

No. 7
{
  "formula": "C19H31IKN3O2SSi",
  "method": "ωB97M-V/def2-TZVPD",
  "molar_mass_da": 559.63,
  "homo_lumo_gap_ev": [5.661, 6.762],
  "lumo_energy_ha": [-0.0362, -0.0142],
  "elements": ["K", "N", "C", "C", "C", "C", "C", "C", "C", "C", "N", "C", "H", "H", "H", "H", "H", "H", "H", "H", "C", "Si", "C", "C", "C", "H", "H", "H", "H", "H", "H", "H", "H", "H", "H", "H", "O", "S", "C", "C", "C", "C", "H", "H", "H", "H", "H", "H", "H", "H", "N", "C", "O", "C", "I", "H", "H", "H", "H"],
  "xyz": [[0.30, 0.56, 0.22], [3.65, 0.21, 0.30], [4.24, -1.04, 0.33], [5.59, -1.21, 0.16], [6.16, -2.50, 0.14], [5.39, -3.62, 0.29], [4.00, -3.48, 0.46], [3.14, -4.59, 0.61], [1.80, -4.40, 0.76], [1.30, -3.08, 0.75], [2.06, -2.02, 0.62], [3.41, -2.19, 0.48], [4.24, 1.01, 0.45], [2.78, 0.29, 0.79], [6.23, -0.34, 0.05], [7.23, -2.59, 0.01], [5.83, -4.61, 0.28], [3.57, -5.58, 0.61], [1.11, -5.22, 0.87], [0.24, -2.90, 0.86], [-3.56, -3.46, -1.40], [-3.39, -2.77, 0.33], [-4.96, -1.89, 0.86], [-2.96, -4.14, 1.53], [-2.03, -1.51, 0.33], [-4.35, -4.21, -1.45], [-2.63, -3.94, -1.72], [-3.80, -2.68, -2.12], [-5.82, -2.57, 0.90], [-5.20, -1.08, 0.16], [-4.84, -1.45, 1.86], [-3.78, -4.85, 1.63], [-2.74, -3.75, 2.53], [-2.08, -4.69, 1.18], [-1.70, -1.02, 1.25], [-1.63, -1.08, -0.58], [-1.75, 1.95, 0.56], [-1.57, 3.41, 0.21], [-1.37, 3.41, -1.61], [-2.58, 4.12, -2.22], [-3.75, 3.85, -1.29], [-3.22, 4.15, 0.10], [-1.36, 2.35, -1.85], [-0.42, 3.88, -1.85], [-2.76, 3.77, -3.24], [-2.37, 5.19, -2.27], [-4.07, 2.80, -1.35], [-4.62, 4.47, -1.52], [-3.80, 3.77, 0.94], [-3.05, 5.22, 0.24], [3.27, 3.91, -0.67], [2.23, 3.73, 0.21], [1.57, 2.66, 0.17], [1.97, 4.76, 1.16], [0.40, 6.55, -0.81], [3.22, 3.32, -1.48], [3.47, 4.88, -0.89], [2.62, 5.61, 1.26], [1.14, 4.63, 1.83]]
}